11
Properties=species:S:1:pos:R:3 method="wB97M-V/def2-TZVPD" lumo_energy_ev=0.368 e_homo_ev=-10.14 energy_ha=-367.48633 total_charge=0 gap_ev=10.51 smiles="CC(=O)COF"
H -0.597 0.990 1.465
C -0.607 -0.609 -0.156
C -1.196 0.494 0.731
H 1.270 -1.259 0.453
O 1.329 0.812 -0.249
C 0.950 -0.588 -0.405
F 2.616 1.130 -0.737
H 1.061 -1.095 -1.429
H -1.593 1.360 0.051
O -1.211 -1.295 -0.957
H -2.023 0.060 1.233

=====

13
Properties=species:S:1:pos:R:3 method="wB97M-V/def2-TZVPD" lumo_energy_ev=-0.323 e_homo_ev=-10.38 energy_ha=-840.98328 total_charge=0 gap_ev=10.06
C 0.938 0.880 1.191
S 2.586 0.824 -1.183
F 0.683 0.009 2.196
H 1.176 1.894 1.575
O 0.831 1.290 -1.111
C -0.233 -0.803 -0.480
O 2.600 -0.411 -1.862
H 0.634 -1.356 -0.552
O 2.676 0.476 0.384
H -0.667 -0.761 -1.425
H -0.854 1.318 0.110
H -0.740 -1.508 0.182
C 0.157 0.663 -0.074